Record 1
DFT (ωB97M-V/def2-TZVPD) results for a structure of composition C27H28BrNO3P2Pb in a non-equilibrium geometry.

Each line ends with the Löwdin charge.
CARTESIAN COORDINATES (ANGSTROEM)
1 C -2.642152 2.419256 -3.299369  -0.043
2 C -2.188434 1.136374 -3.033343  -0.248
3 C -0.778996 0.912072 -2.995072  -0.236
4 C 0.122442 1.996735 -2.945522  -0.168
5 C -0.368510 3.274429 -3.220550  -0.038
6 C -1.727861 3.478820 -3.428996  -0.075
7 C 1.522719 1.766966 -2.447533  -0.109
8 C 1.903423 0.314333 -2.366390  -0.154
9 C 0.902071 -0.669340 -2.502007  -0.225
10 C 1.144981 -2.018777 -2.108086  -0.242
11 C 2.435639 -2.397584 -1.780766  -0.045
12 C 3.460450 -1.441391 -1.756531  -0.062
13 C 3.195508 -0.102350 -2.025721  -0.022
14 H -3.714133 2.597207 -3.379049  0.119
15 H 0.336791 4.101405 -3.263933  0.122
16 H -2.094693 4.477230 -3.661008  0.110
17 H 2.239624 2.331949 -3.059627  0.139
18 H 2.631200 -3.434576 -1.512456  0.120
19 H 4.472914 -1.746062 -1.486068  0.116
20 H 3.984458 0.644824 -1.968931  0.126
21 N -0.371710 -0.369426 -2.847190  0.067
22 Pb 1.140084 2.765163 0.744046  1.261
23 C -3.065046 -0.040095 -2.644617  -0.225
24 H -2.834806 -0.907435 -3.281498  0.104
25 H -4.127449 0.222342 -2.726618  0.111
26 C -0.088955 -2.882369 -1.949502  -0.231
27 H -0.712961 -2.811328 -2.852307  0.103
28 H 0.180909 -3.927526 -1.755446  0.112
29 P -2.765737 -0.611558 -0.914982  0.925
30 P -1.161963 -2.291955 -0.572210  0.930
31 C -0.043545 -1.870228 0.792744  -0.176
32 H -0.519700 -2.175625 1.734135  0.066
33 H 0.903258 -2.416907 0.675871  0.084
34 H 0.201872 -0.802703 0.838834  0.030
35 C -2.083069 -3.754470 -0.024492  -0.205
36 H -1.441966 -4.633786 -0.172674  0.076
37 H -2.326096 -3.653877 1.041226  0.067
38 H -3.009164 -3.881457 -0.599436  0.058
39 C -2.550193 0.904796 0.059019  -0.177
40 H -3.545144 1.322885 0.283899  0.090
41 H -2.016068 0.729138 1.001003  0.009
42 H -1.998413 1.656308 -0.522053  0.055
43 C -4.313818 -1.334477 -0.323480  -0.219
44 H -4.219625 -1.614535 0.733793  0.070
45 H -5.091274 -0.566943 -0.429180  0.076
46 H -4.580151 -2.219168 -0.914766  0.066
47 C -0.418612 1.810040 2.488122  -0.099
48 O -0.586236 1.262378 3.480993  0.151
49 H 1.630725 2.253652 -1.346876  -0.039
50 Br 2.641182 3.602683 2.952034  0.760
51 C 2.538688 1.975196 4.197065  -0.436
52 C 2.239891 2.169907 5.533453  -0.090
53 C 2.098310 1.047212 6.367616  -0.036
54 C 2.251503 -0.236678 5.831596  -0.038
55 C 2.548674 -0.407747 4.479757  0.005
56 C 2.687406 0.717562 3.650565  -0.199
57 C 3.022307 0.536542 2.192124  -0.598
58 O 4.122871 0.127022 1.844763  0.131
59 O 2.040886 0.821451 1.341528  -0.329
60 H 2.107447 3.177077 5.928813  0.120
61 H 1.853067 1.178773 7.423858  0.126
62 H 2.141066 -1.117071 6.468874  0.124
63 H 2.684130 -1.394307 4.032575  0.135

Forces on atoms 1 to 6 (eV/Å):
C 0.0092 0.0255 0.2687
C 0.6440 0.0130 0.0421
C 0.3339 -0.3920 0.6359
C -0.3757 0.3450 0.2130
C -0.0299 -0.3300 0.1173
C -0.3514 0.1840 -0.1608

Output
Electronic energy   -4775.1215 a.u.
Energy above the lowest of the compared OMol25 structures with the same formula, charge and spin   0.0 kJ/mol
Total charge   +2

Record 2
DFT (ωB97M-V/def2-TZVPD) results for a structure of composition C8H24ClI2OP2RuS in a non-equilibrium geometry.

Each line ends with the Löwdin charge.
CARTESIAN COORDINATES (ANGSTROEM)
1 I 2.103322 2.505927 1.414198  1.044
2 I 2.045291 -1.907474 1.957247  1.317
3 Ru -0.395226 0.340722 0.005398  0.618
4 P -2.488133 -0.123362 -0.036200  0.649
5 C -3.876799 -0.208549 1.136298  -0.201
6 C -2.882189 1.405817 -1.001063  -0.227
7 H -3.935279 1.571442 -1.132378  0.079
8 H -3.934548 -1.544217 -1.516724  0.093
9 H -2.364031 1.347645 -1.972475  0.000
10 H -2.198874 -1.378463 -2.042195  0.015
11 H -3.654332 0.475506 1.946867  0.028
12 H -2.424885 2.245717 -0.421643  0.069
13 C -2.890361 -1.479832 -1.194694  -0.214
14 H -4.868460 0.090603 0.699492  0.113
15 H -2.631014 -2.404741 -0.635338  0.070
16 H -3.973945 -1.222715 1.527978  0.068
17 P 2.226798 0.016300 -0.329395  0.456
18 C 3.389650 0.038382 1.134875  -0.485
19 C 3.062595 -1.277534 -1.361333  -0.254
20 H 2.450326 1.330142 -2.318608  0.046
21 H 4.056630 0.960667 -1.520556  0.068
22 H 3.060718 2.309579 -0.922171  -0.011
23 C 3.026875 1.302032 -1.389995  -0.294
24 H 2.509063 -1.359679 -2.309725  0.068
25 H 4.083701 -0.898813 -1.562076  0.070
26 H 4.407603 -0.111991 0.732740  0.114
27 H 3.208803 -0.825354 1.963254  -0.246
28 H 3.169620 -2.286146 -0.904808  0.052
29 H 3.231156 0.955027 1.816648  -0.144
30 Cl -0.132518 0.340363 -2.239745  0.209
31 C 0.734581 0.579694 3.568502  -0.376
32 S -0.691354 0.183015 2.584663  0.652
33 C -0.883967 -1.280934 3.739174  -0.185
34 O -1.749374 1.180826 2.939118  -0.445
35 H 1.528812 -0.140884 3.475953  -0.062
36 H 0.348732 0.695678 4.588493  0.100
37 H 1.113439 1.624132 3.328410  -0.045
38 H -1.026142 -0.867791 4.758926  0.105
39 H -1.729597 -1.953317 3.530475  0.084
40 H 0.020513 -1.897620 3.767016  -0.002

Forces on atoms 1 to 6 (eV/Å):
I -1.7196 4.2488 -0.1884
I -1.1083 -3.9886 -0.2237
Ru 3.9976 0.1454 0.5620
P -6.4143 -0.5413 -2.3551
C 0.0853 0.1222 0.7425
C 2.1510 0.6750 0.2722

Output
Electronic energy   -2624.4005 a.u.
2S+1   5
<S²>   6.024
Total charge   +3

Record 3
DFT (ωB97M-V/def2-TZVPD) results for a structure of composition C6H7N in a non-equilibrium geometry.

Each line ends with the Löwdin charge.
CARTESIAN COORDINATES (ANGSTROEM)
1 C 0.495288 -0.754501 0.085784  -0.418
2 N 1.856484 -0.681069 0.080787  0.054
3 C -0.466164 0.207818 0.202536  -0.096
4 C -0.205343 1.601365 0.413217  -0.203
5 C -1.148366 2.523906 0.653226  -0.006
6 C 0.284700 -2.005011 -0.660185  -0.155
7 C -0.328600 -3.002420 -1.030029  0.200
8 H 2.242406 0.256459 0.162681  0.069
9 H 1.779049 -1.847516 -0.600948  0.222
10 H -1.498120 -0.103613 0.105671  0.109
11 H 0.829403 1.926721 0.351729  0.090
12 H -0.895931 3.554906 0.851913  0.044
13 H -2.200108 2.269885 0.654865  0.051
14 H -0.744698 -3.946931 -1.271249  0.040

Forces on atoms 1 to 6 (eV/Å):
C -0.9273 0.7503 -2.1288
N -0.0655 -2.7793 -0.4121
C 0.1051 -1.1741 0.0453
C -0.1274 0.5567 0.3618
C 0.3114 -0.1908 -0.1133
C -3.6805 -1.2121 1.1483

Output
Electronic energy   -287.3582 a.u.
Energy above the lowest of the compared OMol25 structures with the same formula, charge and spin   601.2 kJ/mol

Record 4
DFT (ωB97M-V/def2-TZVPD) results for a structure of composition C5H4ClI2N in a non-equilibrium geometry.

Each line ends with the Löwdin charge.
CARTESIAN COORDINATES (ANGSTROEM)
1 C -0.897970 0.296030 0.890352  -0.158
2 C -0.079843 -0.064899 -2.242651  0.103
3 C -1.394805 0.620059 -0.321963  -0.770
4 C 0.323475 -0.551135 1.124035  -0.416
5 C 1.490488 -0.146180 0.284389  -1.286
6 N -1.009603 0.105686 -1.488274  -0.024
7 Cl -2.793284 1.655404 -0.474503  0.668
8 I 2.177297 1.832759 0.488270  0.772
9 I 2.967021 -1.621085 -0.001955  0.749
10 H -1.405045 0.682719 1.759870  0.099
11 H -0.023473 -0.698756 -3.105137  0.054
12 H 0.557603 -0.513297 2.195352  0.112
13 H 0.088135 -1.597300 0.892220  0.097

Forces on atoms 1 to 6 (eV/Å):
C -0.2093 0.3565 -0.4801
C 0.7577 0.6449 0.7361
C -0.2269 0.2964 1.5946
C -0.4029 -0.1023 -0.3208
C 0.7654 0.1044 0.1576
N -0.3010 -0.7743 -1.0640

Output
Electronic energy   -1303.0889 a.u.
Energy above the lowest of the compared OMol25 structures with the same formula, charge and spin   264.0 kJ/mol